(1)
Here is a single C5H8O molecule from the OMol25 dataset. Energies are from ωB97M-V/def2-TZVPD.

The geometry in XYZ format:
```
14
Properties=species:S:1:pos:R:3:lowdin_charge:R:1
C 0.9293 1.3482 -0.3776 -0.09
C 1.5707 0.3516 0.5425 -0.16
C 0.0977 0.4486 0.5942 -0.24
C -0.6596 -0.8691 0.2329 -0.16
C -2.0866 -0.8441 -0.1248 -0.15
O -1.1852 -0.2194 -0.9738 -0.10
H 0.9927 1.2062 -1.4585 0.10
H 1.0387 2.4093 -0.1135 0.10
H 2.1268 0.6245 1.4224 0.09
H 1.9062 -0.5480 0.0262 0.11
H -0.4269 1.0571 1.3196 0.13
H -0.1898 -1.8638 0.0575 0.14
H -2.4701 -1.6716 -0.7163 0.11
H -2.8167 -0.2708 0.4394 0.11
```

The calculation puts the gap between HOMO and LUMO at 10.16 eV. As for the HOMO energy: -0.3278 Ha. As for the LUMO energy: 1.243 eV. Its energy relative to the best compared isomer or geometry (same formula, charge and spin) is 92.7 kcal per mole. The SMILES is C1CC1[C@H]1CO1.

(2)
Here is a single C5H8O molecule from the OMol25 dataset. Energies are from ωB97M-V/def2-TZVPD.

The geometry in XYZ format:
```
14
Properties=species:S:1:pos:R:3:lowdin_charge:R:1
C -1.6233 -0.1979 0.3590 0.00
C -0.1748 0.1892 0.2275 -0.51
C 0.3377 1.1123 -0.8351 -0.05
C 0.8497 -0.2997 -0.7854 -0.11
C 1.6172 -0.5348 1.3518 0.07
O 0.5426 0.2919 1.4467 -0.14
H -1.7184 -1.1897 0.8117 0.09
H -2.1528 0.5215 0.9975 0.09
H -2.1156 -0.2086 -0.6191 0.09
H 1.0199 1.9162 -0.5713 0.12
H -0.3560 1.3392 -1.6387 0.11
H 0.6367 -1.0543 -1.5376 0.12
H 1.8790 -0.3154 -0.3146 0.08
H 1.2580 -1.5700 1.1077 0.03
```

The calculation puts the gap between HOMO and LUMO at 8.87 eV. As for the HOMO energy: -0.3050 Ha. As for the LUMO energy: 0.575 eV. Its energy relative to the best compared isomer or geometry (same formula, charge and spin) is 125.1 kcal per mole.

(3)
Here is 2 unconnected molecules or ions with the total composition C5H8O from the OMol25 dataset. Energies are from ωB97M-V/def2-TZVPD.

The geometry in XYZ format:
```
14
Properties=species:S:1:pos:R:3:lowdin_charge:R:1
C -2.2104 0.8205 -0.4330 -0.11
C -1.1995 0.0115 -1.2041 -0.18
C 0.0996 0.0867 -1.0177 -0.10
C 1.3300 0.0257 -0.7015 -0.05
C 2.4658 -0.3203 -0.1255 -0.23
O 2.9784 0.2202 1.0071 0.01
H -2.3411 1.8132 -0.8787 0.07
H -3.1839 0.3221 -0.4397 0.07
H -1.9043 0.9590 0.6094 0.07
H -1.5624 -0.6873 -1.9549 0.10
H 3.1139 -1.0893 -0.5324 0.12
H 2.3281 0.8418 1.3647 0.11
H -0.2776 -1.5582 0.9059 0.05
H 0.4347 -1.6523 1.1011 0.06
```

The calculation puts the gap between HOMO and LUMO at 9.04 eV. As for the HOMO energy: -0.3009 Ha. As for the LUMO energy: 0.851 eV. Its energy relative to the best compared isomer or geometry (same formula, charge and spin) is 90.9 kcal per mole. The SMILES is CC=C=C=CO.[H][H].

(4)
Here is 3 unconnected molecules or ions with the total composition C5H8O from the OMol25 dataset. Energies are from ωB97M-V/def2-TZVPD.

The geometry in XYZ format:
```
14
Properties=species:S:1:pos:R:3:lowdin_charge:R:1
C -1.8048 0.3983 -0.3680 -0.06
C -0.3857 0.0376 -0.0682 -0.33
C 0.7264 0.6275 -0.5360 -0.13
C 1.8682 -0.0208 0.1801 -0.20
O 1.3837 -1.2345 0.7022 -0.10
C -0.0229 -1.2931 0.5309 -0.16
H -2.2548 -0.3158 -1.0687 0.08
H -1.8752 1.3991 -0.8012 0.07
H -2.4146 0.3773 0.5435 0.08
H 0.6804 2.0549 -0.8637 0.22
H 2.1877 1.8341 0.8154 0.15
H 2.7204 -0.2761 -0.4692 0.10
H -0.4941 -1.4499 1.5125 0.13
H -0.3148 -2.1387 -0.1097 0.14
```

The calculation puts the gap between HOMO and LUMO (spin up / spin down) at 8.56 / 7.99 eV. As for the HOMO energy (spin up / spin down): -0.3115 / -0.2895 Ha. As for the LUMO energy (spin up / spin down): 0.080 / 0.111 eV. Its energy relative to the best compared isomer or geometry (same formula, charge and spin) is 146.4 kcal per mole.

(5)
Here is a single C5H8O molecule from the OMol25 dataset. Energies are from ωB97M-V/def2-TZVPD.

The geometry in XYZ format:
```
14
Properties=species:S:1:pos:R:3:lowdin_charge:R:1
C 0.7637 0.7173 -1.3979 -0.07
C -0.1910 0.1039 -0.4002 -0.34
C -1.6616 0.3673 -0.6346 -0.06
C 0.2256 -0.5930 0.6301 0.02
C 0.6383 -1.3024 1.6504 -0.20
O 0.9771 -0.7999 2.8960 -0.03
H 1.7955 0.4007 -1.2216 0.08
H 0.4814 0.4454 -2.4218 0.08
H 0.7172 1.8123 -1.3409 0.08
H -2.2893 -0.1833 0.0712 0.08
H -1.9445 0.0816 -1.6558 0.08
H -1.8792 1.4378 -0.5361 0.08
H 0.7286 -2.3875 1.5964 0.11
H 1.6381 -0.1001 2.7648 0.10
```

The calculation puts the gap between HOMO and LUMO at 9.87 eV. As for the HOMO energy: -0.3319 Ha. As for the LUMO energy: 0.835 eV. Its energy relative to the best compared isomer or geometry (same formula, charge and spin) is 45.0 kcal per mole. The SMILES is CC(C)=C=CO.

(6)
Here is a single C5H8O molecule from the OMol25 dataset. Energies are from ωB97M-V/def2-TZVPD.

The geometry in XYZ format:
```
14
Properties=species:S:1:pos:R:3:lowdin_charge:R:1
C 3.2868 0.1600 -0.1862 0.11
C 2.2428 -0.3274 0.1632 -0.15
C 0.9155 -0.8397 0.5109 -0.18
C -0.1484 0.0662 -0.1017 -0.27
O -1.4122 -0.4940 0.1396 -0.19
C -2.4433 0.4084 -0.1687 -0.12
H 4.2128 0.5883 -0.5000 0.02
H 0.7825 -0.8756 1.5986 0.12
H 0.7869 -1.8608 0.1326 0.12
H -0.0711 1.0716 0.3440 0.13
H 0.0311 0.1707 -1.1853 0.13
H -2.4634 1.2464 0.5452 0.09
H -2.3324 0.8220 -1.1834 0.09
H -3.3877 -0.1363 -0.1089 0.09
```

The calculation puts the gap between HOMO and LUMO at 11.06 eV. As for the HOMO energy: -0.3680 Ha. As for the LUMO energy: 1.043 eV. Its energy relative to the best compared isomer or geometry (same formula, charge and spin) is 58.3 kcal per mole. The SMILES is C#CCCOC.

(7)
Here is a single C5H8O molecule from the OMol25 dataset. Energies are from ωB97M-V/def2-TZVPD.

The geometry in XYZ format:
```
14
Properties=species:S:1:pos:R:3:lowdin_charge:R:1
C -1.2673 0.1023 -1.0453 -0.01
C 0.0094 0.4525 -1.1859 -0.20
C 1.0686 -0.3866 -0.4947 -0.19
C 0.5317 -0.6480 0.9393 -0.16
C -0.3440 0.5516 1.2689 -0.34
O -1.3619 0.5983 1.9123 0.05
H -2.1013 0.7711 -1.2159 0.08
H -1.5177 -0.8772 -0.6466 0.08
H 0.2822 1.4197 -1.6046 0.11
H 2.0413 0.1156 -0.4630 0.11
H 1.2186 -1.3215 -1.0398 0.11
H 1.3212 -0.6489 1.7007 0.12
H -0.0071 -1.5980 1.0225 0.12
H 0.1263 1.4690 0.8520 0.13
```

The calculation puts the gap between HOMO and LUMO at 10.48 eV. As for the HOMO energy: -0.3447 Ha. As for the LUMO energy: 1.097 eV. Its energy relative to the best compared isomer or geometry (same formula, charge and spin) is 40.9 kcal per mole. The SMILES is C=CCCC=O.

(8)
Here is a molecular structure, C5H8O from the OMol25 dataset. Energies are from ωB97M-V/def2-TZVPD.

The geometry in XYZ format:
```
14
Properties=species:S:1:pos:R:3:lowdin_charge:R:1
C 1.2998 -0.6059 -0.6054 -0.06
C 1.1495 -0.4555 0.8889 -0.08
C 0.0529 -0.0274 -0.0083 -0.44
C -0.6251 1.3105 -0.1945 -0.16
O -1.6393 0.6892 -0.9311 -0.11
C -1.3967 -0.4560 -0.1444 -0.15
H 1.9847 0.0602 -1.1237 0.10
H 1.2557 -1.6111 -1.0197 0.10
H 0.9885 -1.3498 1.4825 0.11
H 1.7132 0.3306 1.3833 0.11
H -1.2531 1.2882 1.0467 0.16
H -0.2304 2.2337 -0.6507 0.13
H -1.7788 0.0818 1.0471 0.16
H -1.7439 -1.3848 -0.6420 0.13
```

The calculation puts the gap between HOMO and LUMO at 11.07 eV. As for the HOMO energy: -0.3688 Ha. As for the LUMO energy: 1.031 eV. Its energy relative to the best compared isomer or geometry (same formula, charge and spin) is 111.3 kcal per mole.

(9)
Here is a single C5H8O molecule from the OMol25 dataset. Energies are from ωB97M-V/def2-TZVPD.

The geometry in XYZ format:
```
14
Properties=species:S:1:pos:R:3:lowdin_charge:R:1
C 1.6120 0.4374 0.4604 -0.07
C 0.3518 0.3681 -0.3644 -0.31
C -0.2715 -1.0273 -0.7104 -0.06
C -1.5570 -0.5350 -0.0274 -0.23
O -1.2277 -0.2943 1.3339 0.00
C -0.9361 0.7164 0.3716 -0.23
H 1.4593 -0.1141 1.3939 0.08
H 1.8451 1.4786 0.7107 0.08
H 2.4600 0.0050 -0.0755 0.08
H 0.4196 0.9603 -1.2849 0.14
H 0.2162 -1.8880 -0.2358 0.12
H -0.3737 -1.2168 -1.7822 0.11
H -2.5891 -0.5689 -0.3271 0.14
H -1.4089 1.6786 0.5370 0.15
```

The calculation puts the gap between HOMO and LUMO at 11.03 eV. As for the HOMO energy: -0.3625 Ha. As for the LUMO energy: 1.168 eV. Its energy relative to the best compared isomer or geometry (same formula, charge and spin) is 51.2 kcal per mole. The SMILES is C[C@H]1C[C@H]2O[C@@H]12.

(10)
Here is a single C5H8O molecule from the OMol25 dataset. Energies are from ωB97M-V/def2-TZVPD.

The geometry in XYZ format:
```
14
Properties=species:S:1:pos:R:3:lowdin_charge:R:1
C 2.4770 -0.0222 -1.1192 0.12
C 1.5077 0.1886 -0.4395 -0.07
C 0.4650 -0.2468 0.5021 -0.42
O 0.7826 -1.6193 0.7318 -0.04
C -0.9595 -0.2380 -0.0293 -0.22
C -1.6965 1.0941 0.0091 -0.10
H 3.2644 -0.4866 -1.6632 0.03
H 0.5279 0.2971 1.4548 0.15
H 1.7299 -1.6234 0.9342 0.09
H -0.9442 -0.6633 -1.0389 0.12
H -1.4664 -0.9641 0.6073 0.11
H -1.7190 1.5183 1.0218 0.08
H -2.7341 0.9399 -0.3094 0.07
H -1.2347 1.8256 -0.6616 0.07
```

The calculation puts the gap between HOMO and LUMO at 11.08 eV. As for the HOMO energy: -0.3718 Ha. As for the LUMO energy: 0.967 eV. Its energy relative to the best compared isomer or geometry (same formula, charge and spin) is 59.5 kcal per mole. The SMILES is C#C[C@H](O)CC.

(11)
Here is a molecular structure, C5H8O from the OMol25 dataset. Energies are from ωB97M-V/def2-TZVPD.

The geometry in XYZ format:
```
14
Properties=species:S:1:pos:R:3:lowdin_charge:R:1
O -1.1447 1.8312 1.3155 -0.06
C -0.5120 1.1102 0.2349 -0.22
C 1.2239 0.4099 -0.3267 -0.07
C 1.0419 -1.0896 -0.1783 -0.24
C -0.4493 -1.2007 -0.4041 -0.11
C -1.2154 -0.1609 -0.0554 -0.11
H -1.6435 1.2722 1.9443 0.09
H -0.3894 1.8793 -0.5192 0.11
H 1.3583 0.6087 -1.4228 0.10
H 2.0252 0.9064 0.2223 0.07
H 1.5766 -1.7979 -0.8430 0.11
H 1.2978 -1.4072 0.8429 0.11
H -0.8776 -2.0612 -0.9054 0.10
H -2.2917 -0.3005 0.0953 0.11
```

The calculation puts the gap between HOMO and LUMO at 9.54 eV. As for the HOMO energy: -0.3214 Ha. As for the LUMO energy: 0.793 eV. Its energy relative to the best compared isomer or geometry (same formula, charge and spin) is 69.7 kcal per mole.

(12)
Here is a single C5H8O molecule from the OMol25 dataset. Energies are from ωB97M-V/def2-TZVPD.

The geometry in XYZ format:
```
14
Properties=species:S:1:pos:R:3:lowdin_charge:R:1
C -0.1385 -1.4106 0.4442 -0.09
C 0.8363 -1.3182 -0.5021 -0.13
O 1.0951 -0.1459 -1.1719 -0.11
C 0.8607 1.0142 -0.4602 -0.24
C -0.6360 0.9566 -0.1212 -0.19
C -0.9322 -0.1909 0.8241 -0.21
H -0.4749 -2.3685 0.7959 0.09
H 1.5623 -2.1153 -0.7641 0.12
H 1.5807 1.2450 0.3674 0.15
H 1.0145 1.7531 -1.1707 0.09
H -0.8414 1.9597 0.3263 0.12
H -1.1622 0.9714 -1.1430 0.15
H -0.7032 0.0398 1.8694 0.11
H -2.0610 -0.3906 0.7058 0.13
```

The calculation puts the gap between HOMO and LUMO at 9.71 eV. As for the HOMO energy: -0.3172 Ha. As for the LUMO energy: 1.078 eV. Its energy relative to the best compared isomer or geometry (same formula, charge and spin) is 35.0 kcal per mole. The SMILES is C1=COCCC1.